A structure of composition C22H38Cl14O4P, computed with ωB97M-V/def2-TZVPD.

Calculated values
Net charge: -1
Spin multiplicity: 1
E_HOMO in eV: -4.033
HOMO-LUMO gap in eV: 5.78

Each line ends with the Mulliken charge.
Geometry (Å):
C1 -0.706 1.619 4.227  -0.912
C2 -0.326 1.764 2.647  0.595
C3 -1.556 1.751 1.588  -1.215
C4 -3.021 1.316 2.138  1.034
O1 -3.873 2.452 1.652  -0.505
P1 -5.235 1.976 0.630  -0.363
O2 -5.055 0.276 0.999  -0.249
C5 -3.721 -0.083 1.545  0.202
C6 -3.663 -1.346 2.589  -0.196
C7 -5.288 -2.078 2.652  0.187
C8 -5.302 -3.790 2.362  -0.548
O3 -5.824 -2.649 1.299  -0.329
O4 0.727 0.748 2.340  -0.323
C9 2.078 1.354 2.485  0.060
C10 3.262 0.292 1.976  0.391
C11 3.920 -0.876 2.942  -0.293
C12 5.050 -1.884 2.291  -0.354
C13 5.524 -1.762 0.703  -0.419
C14 4.900 -0.581 -0.258  -0.167
C15 3.776 0.418 0.402  -0.264
H1 0.175 2.130 4.844  0.234
H2 -0.754 0.500 4.606  0.113
H3 -1.688 2.186 4.550  0.334
H4 0.227 2.815 2.525  0.209
H5 -1.265 0.979 0.725  0.146
H6 -1.631 2.802 1.034  0.313
H7 -3.291 1.315 3.273  -0.151
H8 -5.623 3.310 0.245  -0.054
H9 -4.343 1.699 -0.480  -0.090
H10 -6.284 1.486 -0.273  0.002
H11 -6.133 2.060 1.784  -0.118
H12 -3.088 -0.500 0.625  -0.142
H13 -3.546 -0.959 3.688  -0.127
H14 -2.934 -2.210 2.288  0.353
H15 -6.095 -1.626 3.500  0.078
H16 -6.263 -4.375 2.753  0.235
H17 -4.651 -4.220 1.488  0.260
H18 2.331 1.627 3.598  -0.292
H19 2.211 2.305 1.777  0.293
H20 3.578 -0.985 4.078  0.255
H21 5.536 -2.745 2.931  0.247
H22 6.309 -2.504 0.243  0.284
H23 5.222 -0.463 -1.380  0.039
H24 3.286 1.266 -0.249  0.226
C16 6.352 -0.933 -4.595  -0.172
Cl1 8.089 -0.695 -4.372  -0.196
Cl2 5.475 -0.677 -3.081  -0.042
H25 5.988 -0.223 -5.341  0.125
H26 6.174 -1.955 -4.940  0.331
C17 -5.051 -2.304 -2.151  0.224
Cl3 -3.470 -1.760 -2.725  -0.175
Cl4 -5.734 -3.525 -3.231  -0.210
H27 -4.938 -2.734 -1.153  -0.120
H28 -5.728 -1.447 -2.109  0.250
C18 3.278 1.821 -4.843  -0.369
Cl5 4.751 2.628 -4.290  -0.152
Cl6 3.656 0.303 -5.665  -0.131
H29 2.643 1.609 -3.979  0.298
H30 2.750 2.480 -5.536  0.361
C19 -0.024 -1.453 -6.927  -0.355
Cl7 0.436 -0.193 -5.776  -0.114
Cl8 1.397 -2.128 -7.733  -0.139
H31 -0.542 -2.252 -6.391  0.311
H32 -0.689 -1.022 -7.680  0.270
C20 4.076 3.951 5.179  -0.304
Cl9 3.593 2.326 5.680  -0.140
Cl10 3.748 4.212 3.462  -0.124
H33 3.515 4.684 5.764  0.283
H34 5.146 4.076 5.360  0.299
C21 -4.444 0.577 6.781  -0.396
Cl11 -5.323 0.437 5.254  -0.088
Cl12 -2.763 0.062 6.597  -0.136
H35 -4.463 1.619 7.109  0.278
H36 -4.929 -0.054 7.530  0.337
C22 3.878 -2.395 -10.296  0.253
Cl13 5.351 -1.588 -9.743  -0.154
Cl14 4.256 -3.913 -11.119  -0.164
H37 3.243 -2.607 -9.433  -0.194
H38 3.350 -1.736 -10.990  0.280